7 unconnected molecules or ions with the total composition C85H189N2O2P4, computed with ωB97M-V with the def2-TZVPD basis set.

CARTESIAN COORDINATES (ANGSTROEM)
C: 3.51 -0.52 -2.27
C: 4.31 0.43 -1.28
C: 4.03 1.87 -1.62
O: 4.30 0.05 0.08
H: 3.77 -1.57 -2.15
H: 3.84 -0.39 -3.30
H: 2.43 -0.40 -2.39
H: 5.33 0.36 -1.65
H: 2.95 1.95 -1.77
H: 4.53 2.15 -2.54
H: 4.43 2.56 -0.88
C: 0.92 -1.54 6.82
C: 0.58 -0.01 6.53
C: 1.82 0.91 6.10
N: 1.45 2.13 5.25
C: 0.48 3.14 6.00
C: 0.36 4.49 5.27
C: 1.73 5.16 5.03
C: 2.61 4.28 4.12
C: 2.76 2.88 4.85
C: 0.80 1.78 3.90
H: 1.01 -1.58 7.91
H: 1.84 -1.95 6.41
H: 0.05 -2.17 6.62
H: 0.12 0.48 7.38
H: -0.16 0.05 5.73
H: 2.49 0.28 5.52
H: 2.35 1.31 6.96
H: 0.99 3.28 6.95
H: -0.44 2.60 6.24
H: -0.25 5.17 5.87
H: -0.13 4.43 4.30
H: 2.15 5.27 6.03
H: 1.69 6.19 4.67
H: 3.50 4.85 3.86
H: 2.07 4.17 3.19
H: 3.21 3.14 5.81
H: 3.46 2.17 4.40
H: 1.36 0.93 3.50
H: 0.69 2.48 3.07
H: -0.21 1.50 4.18
C: -3.39 4.60 -1.60
C: -4.74 4.51 -0.88
C: -4.93 5.73 0.00
C: -5.28 7.01 -0.75
P: -5.68 8.58 0.16
C: -4.40 9.00 1.35
C: -4.51 10.15 2.41
C: -3.22 10.20 3.22
C: -2.63 11.61 3.57
C: -6.17 10.01 -1.02
C: -7.02 11.06 -0.27
C: -6.75 12.47 -0.85
C: -5.22 13.04 -0.63
C: -7.28 8.20 1.09
C: -8.54 7.83 0.08
C: -9.67 7.32 0.90
C: -10.40 8.51 1.63
H: -3.17 5.52 -2.13
H: -3.31 3.86 -2.40
H: -2.53 4.31 -1.00
H: -4.63 3.64 -0.23
H: -5.65 4.35 -1.46
H: -4.01 5.95 0.54
H: -5.72 5.46 0.71
H: -6.06 6.83 -1.49
H: -4.42 7.34 -1.33
H: -3.50 9.09 0.74
H: -4.32 8.06 1.89
H: -5.36 9.92 3.05
H: -4.70 11.12 1.95
H: -2.39 9.85 2.60
H: -3.21 9.57 4.12
H: -3.19 12.20 4.29
H: -2.50 12.14 2.62
H: -1.61 11.56 3.96
H: -6.81 9.66 -1.83
H: -5.26 10.33 -1.54
H: -6.57 11.13 0.71
H: -8.07 10.83 -0.11
H: -7.52 13.14 -0.48
H: -6.90 12.46 -1.93
H: -4.92 12.59 0.31
H: -5.15 14.13 -0.61
H: -4.70 12.60 -1.47
H: -7.49 9.06 1.73
H: -7.02 7.28 1.62
H: -8.00 7.08 -0.49
H: -8.93 8.63 -0.55
H: -9.43 6.54 1.61
H: -10.32 6.77 0.22
H: -9.89 9.05 2.43
H: -11.34 8.01 1.84
H: -10.76 9.30 0.97
C: -3.16 -3.27 0.83
C: -4.53 -3.80 1.23
C: -4.34 -4.66 2.57
C: -5.63 -5.40 2.84
P: -5.77 -6.75 4.07
C: -7.57 -6.95 4.33
C: -7.84 -7.90 5.52
C: -9.33 -7.96 5.80
C: -9.92 -9.26 6.48
C: -5.13 -8.38 3.58
C: -3.77 -8.43 2.88
C: -3.32 -9.87 2.54
C: -2.02 -9.91 1.64
C: -4.97 -6.15 5.69
C: -5.58 -4.85 6.29
C: -4.66 -4.22 7.40
C: -5.53 -3.41 8.45
H: -2.71 -2.79 1.70
H: -3.35 -2.55 0.03
H: -2.48 -3.93 0.28
H: -5.11 -4.35 0.49
H: -5.28 -3.03 1.46
H: -4.22 -3.89 3.33
H: -3.45 -5.25 2.37
H: -5.94 -5.72 1.84
H: -6.35 -4.62 3.09
H: -8.12 -7.15 3.41
H: -7.91 -5.96 4.63
H: -7.29 -7.56 6.40
H: -7.67 -8.97 5.41
H: -9.86 -8.00 4.85
H: -9.61 -7.08 6.38
H: -10.99 -9.46 6.49
H: -9.61 -9.19 7.52
H: -9.52 -10.17 6.04
H: -5.80 -8.72 2.79
H: -5.20 -8.87 4.55
H: -2.96 -7.96 3.44
H: -3.77 -7.74 2.03
H: -4.14 -10.41 2.07
H: -3.18 -10.49 3.43
H: -1.22 -9.23 1.92
H: -2.09 -9.67 0.58
H: -1.60 -10.91 1.71
H: -3.94 -6.00 5.35
H: -4.88 -7.01 6.35
H: -6.57 -4.87 6.73
H: -5.65 -4.20 5.42
H: -3.95 -3.61 6.84
H: -4.21 -5.01 8.00
H: -6.23 -4.10 8.92
H: -6.11 -2.63 7.98
H: -4.91 -2.92 9.21
C: 8.78 -0.55 7.94
C: 7.75 -1.02 7.00
C: 8.19 -0.82 5.51
C: 7.66 -1.89 4.62
P: 8.73 -2.47 3.29
C: 9.41 -1.13 2.22
C: 10.81 -1.29 1.45
C: 11.13 -0.70 0.06
C: 10.58 -1.47 -1.14
C: 7.91 -3.73 2.32
C: 8.63 -4.06 0.97
C: 8.28 -5.42 0.29
C: 6.86 -5.75 0.12
C: 10.13 -3.32 4.11
C: 11.19 -2.41 4.78
C: 12.64 -2.90 4.48
C: 12.81 -4.39 4.69
H: 9.50 0.18 7.58
H: 9.45 -1.36 8.26
H: 8.38 -0.06 8.83
H: 6.74 -0.64 7.16
H: 7.58 -2.04 7.32
H: 9.27 -0.81 5.65
H: 7.95 0.20 5.22
H: 6.87 -1.42 4.04
H: 7.39 -2.76 5.22
H: 9.62 -0.30 2.89
H: 8.66 -0.70 1.55
H: 10.93 -2.36 1.25
H: 11.65 -1.12 2.12
H: 12.21 -0.58 0.03
H: 10.86 0.36 0.08
H: 10.85 -2.51 -0.94
H: 11.04 -0.97 -2.00
H: 9.50 -1.47 -1.27
H: 6.94 -3.27 2.12
H: 8.01 -4.58 3.00
H: 9.67 -4.22 1.25
H: 8.49 -3.22 0.30
H: 8.74 -6.25 0.82
H: 8.76 -5.55 -0.68
H: 6.69 -6.69 -0.40
H: 6.42 -4.89 -0.39
H: 6.41 -5.84 1.10
H: 10.59 -3.72 3.21
H: 9.66 -4.19 4.57
H: 11.02 -2.22 5.84
H: 11.21 -1.40 4.35
H: 13.40 -2.44 5.10
H: 12.99 -2.66 3.48
H: 12.35 -4.72 5.62
H: 13.87 -4.64 4.82
H: 12.38 -4.91 3.84
C: -9.76 -6.71 -8.61
C: -8.82 -5.85 -7.83
C: -7.45 -5.62 -8.44
C: -6.64 -4.39 -7.77
P: -4.79 -4.41 -8.05
C: -4.04 -2.77 -7.76
C: -2.48 -2.66 -7.69
C: -1.86 -1.47 -6.94
C: -0.34 -1.25 -7.18
C: -4.22 -5.72 -6.98
C: -4.06 -5.28 -5.46
C: -2.95 -5.99 -4.66
C: -1.49 -5.58 -4.86
C: -4.47 -4.74 -9.81
C: -4.70 -3.61 -10.88
C: -4.48 -4.15 -12.36
C: -5.55 -5.11 -12.87
H: -9.16 -7.61 -8.71
H: -10.20 -6.39 -9.55
H: -10.60 -7.02 -7.99
H: -8.84 -6.27 -6.83
H: -9.42 -4.95 -7.71
H: -7.41 -5.57 -9.53
H: -6.92 -6.56 -8.26
H: -6.97 -4.31 -6.74
H: -6.92 -3.63 -8.49
H: -4.52 -2.57 -6.80
H: -4.45 -2.08 -8.51
H: -2.00 -2.85 -8.65
H: -2.19 -3.54 -7.12
H: -2.06 -1.71 -5.90
H: -2.39 -0.52 -7.05
H: -0.27 -0.61 -8.06
H: 0.29 -2.11 -7.40
H: 0.00 -0.56 -6.41
H: -3.16 -5.79 -7.23
H: -4.55 -6.74 -7.15
H: -4.95 -5.26 -4.83
H: -3.82 -4.22 -5.52
H: -2.98 -7.07 -4.82
H: -3.27 -5.80 -3.63
H: -0.81 -6.28 -4.38
H: -1.27 -4.58 -4.48
H: -1.27 -5.75 -5.91
H: -5.18 -5.53 -10.08
H: -3.52 -5.27 -9.71
H: -4.18 -2.68 -10.66
H: -5.72 -3.34 -10.63
H: -3.48 -4.45 -12.65
H: -4.60 -3.33 -13.08
H: -5.25 -5.41 -13.88
H: -6.54 -4.70 -13.02
H: -5.62 -6.00 -12.24
C: 8.33 6.14 -2.02
C: 9.25 6.58 -3.21
C: 10.13 5.36 -3.59
C: 9.36 4.23 -4.45
C: 8.89 4.89 -5.73
C: 7.86 6.13 -5.58
N: 8.44 7.07 -4.46
O: 7.62 8.25 -4.23
C: 6.37 5.75 -5.38
C: 7.92 6.94 -6.84
C: 10.20 7.74 -2.74
H: 7.72 5.28 -2.29
H: 7.59 6.85 -1.64
H: 8.88 5.82 -1.14
H: 10.75 4.95 -2.80
H: 10.92 5.81 -4.19
H: 8.45 3.88 -3.97
H: 9.96 3.36 -4.73
H: 8.69 4.05 -6.39
H: 9.73 5.36 -6.25
H: 5.67 6.57 -5.56
H: 6.17 5.49 -4.34
H: 6.09 4.94 -6.06
H: 8.99 7.12 -6.95
H: 7.43 7.91 -6.87
H: 7.65 6.45 -7.77
H: 9.49 8.46 -2.33
H: 10.83 8.13 -3.54
H: 10.86 7.59 -1.89

Properties
- HOMO level (eV) = -12.0
- LUMO (eV) = -10.4
- total charge = +5
- total energy (eV) = -135388.7705